Entry 1:
A cluster of 11 separate species, C10H40NO13 in total, computed with wB97M-V/def2-TZVPD.

The geometry in XYZ format:
```
64
C10H40NO13 | the OMol25 dataset | wB97M-V/def2-TZVPD
N -0.1169 -0.5938 -0.2993
O -1.2670 -0.1957 -0.6121
O 0.0699 -1.7546 0.0412
O 0.8431 0.2288 -0.3302
C -3.1910 2.6106 -1.0735
O -3.6880 1.4390 -0.4530
H -3.9678 3.3773 -1.1088
H -2.3834 3.0423 -0.4743
H -2.8762 2.4217 -2.1032
H -2.9826 0.7811 -0.5096
C -0.1295 1.7008 -3.5279
O -1.2850 1.6891 -4.3691
H 0.6605 1.0554 -3.9149
H 0.2737 2.7100 -3.4600
H -0.4439 1.3555 -2.5408
H -1.3628 0.8432 -4.8125
C 3.0738 -3.8688 3.0834
O 2.0462 -3.5153 2.1804
H 4.0437 -3.5418 2.6854
H 2.9566 -3.3617 4.0493
H 3.0928 -4.9515 3.1913
H 2.3157 -2.6779 1.7588
C -4.5199 -1.7284 0.0435
O -3.2007 -2.2431 0.0311
H -4.8903 -1.4690 -0.9549
H -5.1724 -2.4662 0.5075
H -4.5431 -0.7997 0.6260
H -2.5844 -1.5261 -0.1898
C -0.6202 2.2542 1.6331
O -0.6188 3.5251 2.2888
H -0.1463 2.3474 0.6599
H -0.0760 1.4969 2.2070
H -1.6280 1.8529 1.5062
H -1.4430 3.5909 2.7751
C -0.2404 -2.1407 3.9067
O -0.9270 -3.3749 3.6744
H -0.9281 -1.4490 4.3990
H 0.6338 -2.3159 4.5421
H 0.0973 -1.7759 2.9401
H -1.6611 -3.4030 4.2904
C -3.9690 -0.0706 -3.5408
O -5.0120 -1.0338 -3.5003
H -3.3558 -0.2938 -4.4215
H -4.3557 0.9385 -3.6594
H -3.3621 -0.0901 -2.6345
H -4.6361 -1.9016 -3.3360
C 3.0891 -0.2796 2.3673
O 2.9705 -1.0425 1.1722
H 3.7925 -0.7763 3.0336
H 3.4068 0.7513 2.1916
H 2.1071 -0.2696 2.8527
H 2.2716 -0.6056 0.6360
C 4.0249 -0.3674 -2.1199
O 2.8124 0.1654 -2.5952
H 4.3761 -1.1941 -2.7432
H 4.8146 0.3859 -2.0384
H 3.8843 -0.8024 -1.1250
H 2.1538 0.2085 -1.8887
C 3.2715 2.9038 -0.2415
O 4.6607 3.1988 -0.3820
H 2.7600 3.0854 -1.1824
H 3.1575 1.8229 -0.0845
H 2.8126 3.3723 0.6320
H 5.1116 2.7254 0.3211
```

As for the orbital gap: 9.483 eV. The LUMO energy comes out at 2.7 eV. For the HOMO energy, the calculation gives -6.817 eV. Its net charge is -1.

***

Entry 2:
A structure of composition C10H43HgN8O14, computed with wB97M-V/def2-TZVPD.

The geometry in XYZ format:
```
76
C10H43HgN8O14 | the OMol25 dataset | wB97M-V/def2-TZVPD
Hg 0.7789 2.8566 3.3062
C -0.4981 0.6125 0.7709
C 0.7771 0.0625 1.4293
O 1.2125 0.8905 2.4509
H -0.2518 1.5465 0.2684
H -1.3462 0.7962 1.4282
H -0.7865 -0.0870 -0.0176
H 1.5186 -0.2242 0.6877
H 0.4005 -0.8845 1.8510
C -2.1999 0.8277 -3.3735
C -1.8726 2.2785 -3.0597
O -2.9959 3.0018 -2.5449
O -2.9184 0.7583 -4.6173
H -2.8553 0.3959 -2.6128
H -1.3029 0.2439 -3.5386
H -1.5244 2.7687 -3.9738
H -1.0584 2.3174 -2.3444
H -3.4712 3.3463 -3.3063
H -3.5742 1.4605 -4.6564
C -5.9096 -1.6764 1.8215
C -4.6039 -2.3858 1.5350
O -3.6579 -1.4571 0.9689
O -6.5691 -1.2583 0.6572
H -5.6325 -0.8705 2.5165
H -6.5707 -2.3751 2.3346
H -4.6693 -3.1998 0.8089
H -4.2038 -2.7978 2.4673
H -2.8947 -1.4262 1.5754
H -5.9457 -0.8991 0.0182
C 2.3713 -0.2373 -3.4200
O 2.1296 0.1791 -2.2697
N 2.8822 -1.4773 -3.6611
N 2.2424 0.5715 -4.5182
H 2.9741 -2.0670 -2.8557
H 3.0936 -1.8137 -4.5795
H 2.1249 1.5556 -4.3749
H 2.3805 0.1634 -5.4221
C 3.9510 3.2303 -1.4172
O 4.1151 4.4096 -1.1208
N 4.7863 2.6020 -2.3148
N 2.8744 2.5058 -0.9782
H 4.8100 1.6128 -2.4737
H 5.2842 3.2211 -2.9268
H 2.6465 1.5910 -1.3439
H 2.1789 2.9679 -0.4318
C 4.7988 0.5995 3.4788
O 5.9435 0.7916 3.8269
N 3.9394 -0.2934 4.1014
N 4.2315 1.2204 2.3731
H 2.9609 -0.2850 3.8752
H 4.2199 -0.6430 4.9999
H 4.7597 1.8811 1.8346
H 3.2714 0.9981 2.1723
C -1.1976 -3.0871 -1.8014
O -1.0961 -3.7931 -2.7894
N -2.1870 -2.1241 -1.6608
N -0.3620 -3.1486 -0.6980
H -2.4921 -1.8214 -0.7454
H -2.7884 -2.0174 -2.4578
H 0.3696 -3.8277 -0.5965
H -0.4673 -2.5324 0.0852
O -3.8205 1.8755 2.6475
H -4.5559 2.4967 2.7229
H -3.5967 1.8711 1.7061
O 3.7537 -1.5125 0.0179
H 3.1503 -0.8068 -0.2517
H 3.3673 -2.3180 -0.3518
O 2.9511 -3.3013 2.1197
H 3.5194 -3.0653 2.8605
H 3.0839 -2.5882 1.4767
O -1.3756 2.2170 3.8863
H -2.2609 2.0406 3.4647
H -1.5333 2.1814 4.8399
O -1.7360 -1.7024 3.0381
H -2.1518 -1.7328 3.9083
H -0.9191 -1.2091 3.1741
```

As for the orbital gap: 3.763 eV. The LUMO energy comes out at -8.0 eV. For the HOMO energy, the calculation gives -11.737 eV. Its net charge is +1.

***

Entry 3:
An isolated molecule of C10H4Cl2F3N3O2, computed with wB97M-V/def2-TZVPD.

The geometry in XYZ format:
```
24
C10H4Cl2F3N3O2 | the OMol25 dataset | wB97M-V/def2-TZVPD
N -2.4939 -2.2238 1.4992
C -1.4703 -1.6987 1.2416
C -0.2480 -1.0627 0.9787
C 0.9664 -1.7423 1.3934
O 0.8865 -2.9284 1.7229
C 2.1896 -0.9154 1.5040
Cl 3.5740 -1.7285 2.0482
C 2.1556 0.4573 1.4137
Cl 3.5132 1.4278 1.7650
C 0.9529 1.2011 1.0181
O 0.9123 2.4107 0.7673
C -0.3404 0.3988 0.7738
C -1.3927 0.9621 1.6296
N -2.2352 1.4680 2.2654
N -0.8040 0.7249 -0.6088
C 0.0083 0.1662 -1.7751
C -0.9194 0.2219 -2.9443
F -0.4221 -0.2302 -4.1163
F -1.3374 1.5279 -3.1110
F -2.0646 -0.5037 -2.6365
H -1.7707 0.3750 -0.6967
H -0.8507 1.7587 -0.6728
H 0.2965 -0.8497 -1.5071
H 0.8943 0.7830 -1.9520
```

As for the orbital gap: 6.500 eV. The LUMO energy comes out at -2.1 eV. As for the structure (SMILES): N#CC1=C([O-])C(Cl)=C(Cl)C(=O)[C@@]1(C#N)[NH2+]CC(F)(F)F. For the HOMO energy, the calculation gives -8.608 eV. Its net charge is 0.

***

Entry 4:
A structure of composition C10H4ClNO5Ru, computed with wB97M-V/def2-TZVPD.

The geometry in XYZ format:
```
22
C10H4ClNO5Ru | the OMol25 dataset | wB97M-V/def2-TZVPD
O -0.0094 5.1950 -2.1431
C -0.0039 4.1504 -1.6963
Ru -0.0010 -0.8485 -1.8060
O -0.0026 -0.0125 -4.7335
C -0.0020 -0.4711 -3.6559
C 0.0027 -2.7140 -2.1306
O 0.0059 -3.8795 -2.2055
C -1.8518 -0.3984 -1.6045
O -2.9149 0.0325 -1.4767
C 1.8490 -0.3969 -1.6042
O 2.9128 0.0329 -1.4760
Cl 0.0441 2.6265 3.3658
C 0.0215 1.1095 2.5935
C 0.0028 -0.0287 3.3998
C -0.0193 -1.2714 2.7872
C -0.0224 -1.3188 1.3807
N 0.0010 -0.2307 0.6011
C 0.0219 0.9854 1.1881
H 0.0055 0.0740 4.4880
H -0.0339 -2.2002 3.3416
H -0.0441 -2.2869 0.8530
H 0.0382 1.8514 0.5336
```

As for the orbital gap (spin up / spin down): 4.445 / 2.815 eV. The spin multiplicity is 6. The LUMO energy (spin up / spin down) comes out at -13.9 / -18.4 eV. For the HOMO energy (spin up / spin down), the calculation gives -18.308 / -21.232 eV. Its net charge is +3. As for the expectation value of S²: 8.784.

***

Entry 5:
A structure of composition C10H4F5OSSnTe, computed with wB97M-V/def2-TZVPD.

The geometry in XYZ format:
```
23
C10H4F5OSSnTe | the OMol25 dataset | wB97M-V/def2-TZVPD
Sn -0.5011 -1.9348 1.1089
F -5.4974 0.6867 -3.0238
C -4.6091 0.3656 -2.0504
C -3.7044 -0.6802 -2.2472
F -3.7183 -1.3718 -3.4141
C -2.7840 -1.0180 -1.2470
F -1.9293 -2.0404 -1.4898
C -2.7672 -0.2979 -0.0280
O -1.9095 -0.5599 0.9917
C -3.6833 0.7502 0.1530
F -3.6846 1.4537 1.3136
C -4.5986 1.0802 -0.8513
F -5.4772 2.0957 -0.6604
Te 1.9550 -0.6874 1.1596
C 3.8391 0.2715 1.1860
C 5.0660 -0.3370 0.9710
C 6.1425 0.5541 1.0508
C 5.7607 1.8603 1.3278
S 4.0855 1.9080 1.4739
H 5.1803 -1.3925 0.7630
H 7.1724 0.2545 0.9101
H 6.4300 2.7035 1.4318
H -0.7674 -3.6642 1.1707
```

As for the orbital gap: 6.054 eV. The LUMO energy comes out at 2.5 eV. For the HOMO energy, the calculation gives -3.599 eV. Its net charge is -1.

***

Entry 6:
A cluster of 21 separate species, C10H50O22S4 in total, computed with wB97M-V/def2-TZVPD.

The geometry in XYZ format:
```
86
C10H50O22S4 | the OMol25 dataset | wB97M-V/def2-TZVPD
O -4.1798 -2.0144 -0.3782
O 5.1626 2.3283 0.1650
S 0.2998 0.4510 -0.5343
S 1.2611 -1.0715 0.4954
S -1.5099 0.6898 0.5544
S 2.2005 0.2433 1.7891
C -3.2422 -2.1616 -1.3949
C 4.9650 1.3296 -0.8140
C -2.2093 -1.3318 -1.2130
C 4.0998 0.3915 -0.3790
C -2.5062 -0.5507 -0.1013
C 3.5112 0.9306 0.7806
C -3.6904 -0.9966 0.4209
C 4.2266 2.0611 1.0705
C -4.4781 -0.3822 1.5515
C 4.0334 2.9048 2.2752
H -3.3241 -2.9257 -2.1451
H 5.5545 1.1055 -1.6673
H -1.3718 -1.2982 -1.8321
H 3.9726 -0.5732 -0.8678
H -4.8879 -1.1808 2.2666
H -5.3303 0.1920 1.1292
H -3.8287 0.2534 2.1330
H 4.6444 2.5394 3.0763
H 4.2476 3.9621 2.0979
H 3.0779 2.8825 2.5866
O -5.8010 0.8811 -1.5347
H -6.2611 1.4506 -2.2330
H -4.8644 1.2402 -1.4022
O 7.2699 4.9660 2.4449
H 6.8635 5.8704 2.2437
H 7.5891 4.9704 3.4051
O 4.5132 -3.7622 -0.7771
H 4.8879 -3.4138 -1.6500
H 4.8580 -4.7034 -0.6395
O 0.5120 -0.9464 -4.3600
H 0.6897 -1.1156 -5.3416
H 1.0852 -0.1663 -4.0658
O 3.4375 6.0574 0.2356
H 3.1980 5.8960 -0.7341
H 2.7477 5.5929 0.8121
O 7.1373 -0.9449 -2.5317
H 6.1814 -1.2762 -2.5408
H 7.7331 -1.6922 -2.8639
O -1.7822 -4.5095 -3.1443
H -1.5309 -5.4876 -3.2071
H -2.2293 -4.2427 -4.0119
O -0.8965 -0.0034 3.6063
H -1.5884 -0.7279 3.7483
H -0.0068 -0.3467 3.9445
O 0.4465 -3.0451 -2.7145
H -0.4253 -3.5210 -2.9073
H 0.5276 -2.2647 -3.3534
O 2.0757 2.5730 -1.5434
H 2.4001 1.9334 -2.2572
H 2.1651 2.1150 -0.6456
O -6.1874 -3.9208 -2.0737
H -5.9617 -3.8706 -3.0587
H -5.7238 -4.7319 -1.6851
O 1.1116 4.7950 1.5311
H 0.4226 4.7757 0.7904
H 0.9941 3.9615 2.0926
O -7.1573 -1.6846 -0.8285
H -6.5483 -0.8824 -0.9251
H -6.6858 -2.4877 -1.2240
O -2.9500 1.3149 4.6836
H -2.1240 1.2037 4.1100
H -3.5593 1.9849 4.2322
O -3.1702 -5.5002 -0.6749
H -2.8750 -4.7136 -1.2387
H -3.2939 -5.1775 0.2761
O 7.1911 1.0470 2.1849
H 6.8926 1.8403 1.6323
H 7.4939 0.3180 1.5520
O 7.1019 2.0377 4.7750
H 6.9213 1.6980 3.8392
H 7.8922 1.5280 5.1484
O -7.8264 1.2572 0.7079
H -7.2503 0.7894 0.0201
H -8.0076 2.1972 0.3803
O -2.2480 -0.3858 -4.5791
H -2.4404 -0.7540 -5.5017
H -1.2531 -0.4609 -4.4109
O -7.0722 -1.8149 3.7807
H -7.6955 -1.2831 4.3743
H -7.6221 -2.2354 3.0428
```

As for the orbital gap: 7.092 eV. The LUMO energy comes out at -0.7 eV. For the HOMO energy, the calculation gives -7.822 eV. Its net charge is 0.

***

Entry 7:
A cluster of 17 separate species, C10H51ClNO19S in total, computed with wB97M-V/def2-TZVPD.

The geometry in XYZ format:
```
83
C10H51ClNO19S | the OMol25 dataset | wB97M-V/def2-TZVPD
O 3.6966 -5.4614 -0.3237
S 2.9572 -4.2748 -0.0417
O 2.9694 -3.7779 1.2982
Cl 1.0136 -4.7249 -0.5527
C 3.4227 -3.0087 -1.2289
C 3.7977 -1.6565 -0.6060
C 2.6731 -0.6142 -0.6886
C 1.4336 -1.1218 0.0693
C 0.4586 -0.0172 0.4979
C -0.2588 -0.4096 1.8020
N -1.6660 -0.6276 1.4501
C -1.9171 -0.4398 0.2068
C -3.2445 -0.6784 -0.4055
C -3.2623 -2.0601 -1.0887
O -3.2631 -1.8453 -2.4904
C -0.7394 0.0471 -0.5263
H 4.2746 -3.4480 -1.7398
H 2.5903 -2.8946 -1.9190
H 4.6501 -1.2854 -1.1728
H 4.0935 -1.7549 0.4366
H 2.4489 -0.4392 -1.7414
H 3.0331 0.3046 -0.2274
H 0.9064 -1.8366 -0.5624
H 1.8002 -1.6294 0.9612
H 0.8589 0.9912 0.4889
H 0.1072 -1.3781 2.1434
H -0.1088 0.2048 2.6860
H -2.3572 -0.9194 2.1406
H -4.0259 -0.6407 0.3524
H -3.4464 0.0944 -1.1427
H -2.3636 -2.6250 -0.8165
H -4.1260 -2.6406 -0.7648
H -3.0556 -2.6812 -2.9198
H -0.5931 -0.5209 -1.4490
H -0.9648 1.0635 -0.8518
O -2.3326 2.7683 -0.2397
H -2.9050 3.1761 0.4191
H -1.7762 3.5050 -0.5496
O 3.1351 0.3586 -3.9393
H 3.0040 -0.2815 -4.6449
H 3.0082 1.2060 -4.3820
O 0.5885 0.6314 -5.3958
H 0.2641 1.1110 -4.6303
H -0.1468 0.0540 -5.6236
O -3.3596 -1.3472 3.8557
H -4.2991 -1.5550 3.8007
H -3.2107 -1.1437 4.7875
O 3.7741 -4.7814 4.5712
H 3.7803 -5.5284 3.9656
H 3.6126 -4.0202 4.0057
O -2.1947 1.5160 4.7445
H -2.3237 0.9645 3.9676
H -2.2484 2.4212 4.4203
O 0.0149 -1.5072 4.4588
H -0.9155 -1.7478 4.4141
H 0.1107 -1.1493 5.3533
O -0.7433 4.9073 -1.3236
H -0.9406 5.8574 -1.3479
H 0.1455 4.8633 -0.9568
O -2.2316 0.4636 -4.7318
H -2.5594 0.9426 -3.9648
H -2.9535 -0.1300 -4.9632
O -3.9365 5.6406 -0.7143
H -3.0425 5.3263 -0.8804
H -4.4631 5.2805 -1.4342
O -1.3105 7.6379 -0.5325
H -1.9125 8.0401 0.1012
H -0.7893 8.3683 -0.8810
O 0.9362 -6.5053 2.4359
H 1.7148 -6.2251 1.9463
H 0.2491 -5.8879 2.1733
O 1.1455 0.2105 -8.6220
H 0.2254 -0.0656 -8.6428
H 1.3016 0.4726 -7.7075
O -0.4684 0.1723 6.7583
H -0.5734 0.0079 7.7017
H -1.2518 0.6731 6.5023
O -0.2314 3.3376 7.1178
H 0.6424 2.9418 7.1945
H -0.6508 2.8407 6.4108
O 4.5474 2.6587 -5.5249
H 4.3347 3.5958 -5.5734
H 5.4427 2.6313 -5.1736
```

As for the orbital gap: 9.488 eV. The LUMO energy comes out at -3.0 eV. For the HOMO energy, the calculation gives -12.519 eV. Its net charge is +1.

***

Entry 8:
A cluster of 18 separate species, C10H52BClO21 in total, computed with wB97M-V/def2-TZVPD.

The geometry in XYZ format:
```
85
C10H52BClO21 | the OMol25 dataset | wB97M-V/def2-TZVPD
C -0.8945 4.3622 3.2777
C -0.8095 4.5202 1.7515
C -0.1838 3.2755 1.1094
O -1.1185 2.6892 0.1594
B -0.8968 1.3450 -0.0638
C 0.5427 0.7998 -0.4367
C 1.2140 0.0614 0.7259
C 2.6720 -0.3089 0.4292
C 3.6347 0.8287 0.7980
O 4.3633 1.2144 -0.3982
C 4.9255 2.4368 -0.3788
O 4.3703 3.4437 -0.0426
C -2.1729 0.3901 0.0406
C -2.1791 -0.3881 1.3097
O -1.7838 -0.0503 2.3695
Cl -2.9566 -2.0435 1.1688
H -1.0027 5.3145 3.7931
H 0.0182 3.8961 3.6607
H -1.7084 3.6811 3.5355
H -1.7908 4.6902 1.3181
H -0.1904 5.3948 1.5458
H 0.0029 2.5416 1.8947
H 0.7481 3.5149 0.5910
H 1.1341 1.6578 -0.7650
H 0.4372 0.1207 -1.2905
H 1.2228 0.6835 1.6234
H 0.6511 -0.8362 0.9877
H 2.8220 -0.5855 -0.6128
H 2.9170 -1.1615 1.0612
H 4.3572 0.5059 1.5467
H 3.0801 1.6786 1.1945
H 5.9631 2.4254 -0.7418
H -3.1218 0.9302 0.0077
H -2.1887 -0.3075 -0.8003
O 1.4587 3.2927 -2.6260
H 0.6216 3.7120 -2.8499
H 1.9891 3.9894 -2.2237
O -1.1250 -4.4145 -0.7513
H -1.4930 -4.0474 0.0586
H -0.2543 -4.7571 -0.4989
O -2.1468 -6.8603 -1.9154
H -2.1568 -6.6180 -2.8470
H -1.7142 -6.0997 -1.4938
O 1.5870 -3.2527 -0.4696
H 2.1534 -2.9122 -1.1712
H 2.0985 -3.9582 -0.0595
O -2.0176 6.3946 -0.6568
H -1.4346 6.0416 -1.3352
H -2.1952 7.2989 -0.9337
O 1.5239 -6.0867 -1.0745
H 1.8854 -5.9877 -1.9598
H 1.1665 -6.9838 -1.0717
O -3.2726 -5.0870 -4.1084
H -4.1328 -4.6960 -4.2902
H -2.7573 -4.3727 -3.7162
O -1.3622 7.4803 4.9917
H -1.3659 7.7897 5.9018
H -2.1204 7.9173 4.5779
O -5.6728 -1.6910 3.3939
H -4.9430 -1.6350 2.7662
H -6.3429 -2.2119 2.9419
O -5.0124 0.2573 -1.2587
H -5.8911 0.5629 -1.5049
H -5.1193 -0.6839 -1.0844
O -2.3042 9.4314 3.1778
H -2.2128 10.3363 3.4913
H -1.7439 9.3845 2.3974
O 3.1596 -2.6645 -3.1440
H 3.7383 -2.8968 -3.8761
H 3.1953 -1.7021 -3.1056
O 2.7928 -0.4064 3.6156
H 2.4380 0.0025 4.4131
H 3.6475 -0.7575 3.8910
O 2.2745 -8.9475 -1.8225
H 2.6434 -8.8911 -2.7095
H 1.8549 -9.8133 -1.7910
O 1.9646 -3.1724 4.9488
H 1.0996 -3.1176 5.3659
H 1.9761 -2.4424 4.3177
O 2.6644 1.8884 -5.2510
H 3.5980 2.1040 -5.3283
H 2.4095 2.2149 -4.3794
O -2.5586 -6.5467 -6.8022
H -2.9432 -6.1776 -5.9977
H -1.7254 -6.9279 -6.5120
```

As for the orbital gap: 9.594 eV. The LUMO energy comes out at 0.0 eV. For the HOMO energy, the calculation gives -9.583 eV. Its net charge is 0.

***

no.,E_tot (hartree),strongest force on any atom (hartree/bohr)
1,-1437.68761,0.0267
2,-2051.39526,0.0517
3,-1918.11321,0.0637
4,-1368.00105,0.1923
5,-1838.47496,0.0741
6,-3658.89593,0.0712
7,-2754.07658,0.0403
8,-2477.32032,0.0192